The following is a DFT calculation (ωB97M-V/def2-TZVPD) of a cluster of 2 separate species, C28H53F3N2O8S in total in a non-equilibrium geometry.

Geometry as XYZ:
```
95
Properties=species:S:1:pos:R:3:mulliken_charge:R:1
C -5.70375 2.34418 -3.97049 -1.21
C -5.77643 1.69792 -2.56495 -0.46
C -4.37769 1.28090 -2.09779 -0.33
C -4.43273 0.57340 -0.74140 -1.21
C -3.10456 -0.14155 -0.36116 0.91
C -2.48842 0.46210 0.91511 0.38
C -1.69531 -0.52773 1.80072 -0.19
C -0.42583 0.09250 2.44597 -2.01
C 0.79622 0.30030 1.53051 2.12
C 0.69196 1.67057 0.78777 -1.32
C 0.57448 1.66751 -0.73676 1.18
C 0.56797 3.10555 -1.29913 -1.09
C -0.61886 3.96070 -0.81340 -0.43
N -0.20165 5.36137 -0.53639 -0.36
C -0.08076 5.60284 0.85535 0.62
C -1.25493 6.18405 1.61901 -1.07
O 0.93884 5.39334 1.43447 -0.57
O 1.97884 0.42799 2.40402 -0.22
C 1.80364 1.19872 3.52510 -0.56
S 3.46564 1.76533 4.06040 1.23
O 3.36477 2.03897 5.44789 -0.62
O 4.40783 0.76129 3.76792 -0.57
F 3.76868 3.08509 3.28509 -0.19
C 1.20856 -0.91625 0.67225 -1.40
N 0.36226 -1.35157 -0.38142 0.53
C 0.13479 -2.78455 -0.42047 -0.35
C -1.07851 -3.27171 -1.24377 -0.75
C -1.69954 -4.47501 -0.50626 -0.28
C -2.70566 -4.11104 0.58189 -1.19
O 2.57554 -0.63251 0.27226 -0.41
C 2.93496 -1.09550 -1.00759 0.18
C 4.43827 -0.79674 -1.16441 -0.94
C 4.89498 -0.74171 -2.61872 -0.83
C 4.36052 0.46333 -3.37389 0.05
F 4.52692 0.19809 -4.74119 -0.35
H -6.00797 1.62187 -4.73003 0.29
H -6.37415 3.19551 -4.07722 0.35
H -4.68466 2.63696 -4.22360 0.34
H -6.45895 0.84926 -2.61455 0.38
H -6.20579 2.44794 -1.89744 0.28
H -3.80231 2.20651 -2.03319 0.08
H -3.98046 0.61253 -2.86567 0.42
H -5.26009 -0.13821 -0.73897 0.46
H -4.70425 1.33405 -0.00517 0.35
H -3.34368 -1.19513 -0.23339 -0.66
H -2.45100 -0.02722 -1.23035 0.19
H -1.92385 1.34535 0.61651 -0.87
H -3.32860 0.83199 1.50195 0.59
H -1.50932 -1.48988 1.33443 -0.84
H -2.34281 -0.74535 2.65326 0.82
H -0.80398 1.02457 2.86766 0.30
H -0.20708 -0.56057 3.29331 0.66
H -0.15378 2.20525 1.21507 0.26
H 1.55720 2.28577 1.04445 0.88
H 1.36686 1.13644 -1.25437 -0.83
H -0.40581 1.26417 -1.00799 -0.15
H 0.43372 2.98068 -2.37734 0.34
H 1.53571 3.59206 -1.17736 0.74
H -1.35642 4.03293 -1.61488 0.32
H -1.14336 3.54558 0.04730 0.12
H 0.69292 5.55972 -0.96678 0.33
H -0.85999 6.66958 2.50348 0.35
H -1.99692 5.42524 1.86210 0.23
H -1.71378 6.95028 0.99178 0.36
H 1.20145 2.10829 3.41514 0.32
H 1.44751 0.65963 4.40442 0.34
H 1.30394 -1.75628 1.38343 0.55
H -0.45403 -0.79201 -0.56456 -0.16
H 1.00123 -3.32557 -0.80776 0.15
H -0.00243 -3.17531 0.60108 0.21
H -1.79641 -2.49350 -1.49652 0.32
H -0.68581 -3.67932 -2.17706 0.42
H -0.88007 -5.00547 -0.00655 0.08
H -2.12181 -5.19486 -1.20847 0.49
H -2.22943 -3.65214 1.44980 0.22
H -3.50875 -3.45965 0.22876 0.28
H -3.18974 -5.01871 0.94705 0.47
H 2.82456 -2.17984 -1.13860 0.02
H 2.40465 -0.61436 -1.83118 0.17
H 5.00892 -1.55233 -0.62209 0.23
H 4.61716 0.13579 -0.62297 0.46
H 5.98246 -0.63591 -2.60698 0.36
H 4.69465 -1.67307 -3.14846 0.39
H 3.29629 0.63593 -3.22193 0.03
H 4.96113 1.34934 -3.17970 0.25
O 0.38643 -5.66644 1.31151 -0.59
C 1.52396 -5.36499 1.47387 0.75
O 2.08898 -5.12323 2.68171 -0.35
C 3.48974 -4.91540 2.47037 -0.62
C 3.52718 -4.48873 1.02559 1.05
F 4.66600 -4.89074 0.41389 -0.33
O 2.42897 -5.19517 0.46790 -0.33
H 4.02588 -5.85072 2.63730 0.31
H 3.87944 -4.15721 3.14524 0.34
H 3.38950 -3.41605 0.86626 -0.24
```

E (eV): -68241.441
2S+1: 1
SMILES string: CCCCCCCC[C@@](CCCCNC(C)=O)(OCS(=O)(=O)F)[C@@H](NCCCC)OCCCCF.O=C1OC[C@@H](F)O1
HOMO level (eV): -9.35
Charge: 0
LUMO (eV): 0.38